1.
The following is a quantum chemistry calculation of C33H33N3NiPSe2 as an isolated structure in a non-equilibrium geometry, from the Open Molecules 2025 dataset.

Computed properties:
HOMO level (spin up / spin down)	-10.13 / -10.66	eV
net charge	+1
HOMO-LUMO gap (spin up / spin down)	7.73 / 7.78	eV
total energy	-220244.7253	eV
multiplicity	3
relative energy (zero: lowest compared OMol25 entry of this formula, charge and spin)	96.3	kJ/mol
LUMO (spin up / spin down)	-2.4 / -2.9	eV

The geometry in XYZ format:
```
73
Properties=species:S:1:pos:R:3:forces:R:3:mulliken_spin:R:1
Ni 0.937226 0.205864 -1.478732 1.7 -0.6 -0.5 1.52
C 4.616626 -0.076636 -1.999632 -0.2 0.1 -0.1 0.01
Se 2.968026 -0.470236 -2.973432 0.0 0.4 -0.2 0.10
C 3.020426 1.075064 -4.199732 0.0 -0.2 0.1 0.01
C 2.615226 2.404064 -3.587632 -0.2 -0.1 0.1 0.00
Se 0.856826 2.411364 -2.678232 0.5 0.3 -0.3 0.01
C -0.231374 2.001064 -4.237932 0.1 -0.1 0.0 0.00
H 5.447526 -0.131836 -2.699432 0.0 0.0 0.0 0.01
H 4.736126 -0.835336 -1.231232 -0.1 0.0 0.0 0.00
H 4.562426 0.906364 -1.539932 0.0 0.0 0.0 0.00
H 2.362226 0.804164 -5.027132 0.1 0.0 0.0 0.00
H 4.042026 1.140764 -4.581632 -0.1 0.0 -0.1 0.00
H 2.569626 3.167464 -4.369732 0.0 0.0 0.2 0.00
H 3.337226 2.727564 -2.832832 -0.1 0.0 -0.1 0.00
H -0.204174 2.843064 -4.924532 0.1 0.0 0.0 0.00
H -1.249374 1.836764 -3.895332 0.1 0.0 0.0 0.00
H 0.135226 1.094764 -4.715932 -0.1 0.0 0.0 0.00
C -5.813374 -1.641936 -1.552832 0.0 0.0 0.0 0.00
C -4.980774 -1.974036 -2.609832 -0.1 -0.1 0.0 0.00
C -3.698374 -1.465136 -2.657732 0.1 0.1 0.0 0.01
C -3.243774 -0.627436 -1.646432 0.1 0.2 -0.2 0.03
C -4.090874 -0.258736 -0.606132 0.1 0.0 -0.1 0.00
C -5.373074 -0.775136 -0.565132 -0.1 0.0 0.1 0.00
P -1.469674 -0.207936 -1.673032 -0.9 -0.6 0.4 0.04
C -1.400374 1.174364 -0.481932 0.1 -0.1 0.1 0.00
C -0.784674 1.080964 0.762168 -0.3 0.0 -0.1 -0.02
C -0.636274 2.219164 1.542968 0.1 0.1 0.0 0.00
C -1.111374 3.439964 1.096668 0.1 0.0 0.1 0.01
C -1.762974 3.531664 -0.127932 0.0 0.0 -0.1 0.00
C -1.891974 2.409364 -0.921832 0.0 -0.1 0.1 0.02
C -0.742174 -1.672236 -0.852332 0.0 -0.3 0.0 0.08
C -1.408074 -2.701136 -0.193432 -0.1 0.2 -0.1 0.04
C -0.703074 -3.855936 0.102068 -0.2 -0.2 0.1 -0.01
C 0.630526 -3.986636 -0.254832 0.2 0.0 0.0 0.01
C 1.309826 -2.930836 -0.856232 -0.1 -0.1 0.1 -0.07
C 0.621226 -1.765836 -1.145232 -0.3 1.2 0.0 0.14
H -6.806474 -2.059336 -1.497632 -0.1 0.0 0.0 0.00
H -5.326374 -2.631036 -3.391232 -0.1 -0.1 -0.1 0.00
H -3.030374 -1.709636 -3.472132 0.0 -0.1 -0.1 0.00
H -3.754374 0.419964 0.165568 0.0 0.0 0.1 0.00
H -6.026974 -0.507536 0.250968 -0.1 0.0 0.1 0.00
H -0.467374 0.119664 1.146068 0.1 0.0 0.0 0.01
H -0.136174 2.139264 2.497868 0.0 0.0 0.1 0.00
H -0.991074 4.321364 1.708368 0.0 0.1 0.1 0.00
H -2.152874 4.480064 -0.466932 0.0 0.1 0.0 0.00
H -2.414074 2.460964 -1.870732 0.0 0.1 -0.1 0.00
H -2.456274 -2.602936 0.058868 -0.1 -0.1 0.0 0.00
H -1.213274 -4.676336 0.586568 0.0 -0.1 0.1 0.00
H 1.155226 -4.909636 -0.048832 0.0 -0.1 0.0 0.00
H 2.359826 -3.038336 -1.106332 0.1 0.0 0.0 0.00
C 2.971226 2.255464 1.717168 0.1 0.0 -0.2 0.00
C 2.514326 1.869264 0.468868 0.3 0.3 0.1 0.00
N 2.097326 0.630664 0.208068 -0.1 0.1 0.0 0.05
C 2.135626 -0.263136 1.196768 0.1 -0.2 0.2 0.00
C 2.575326 0.025464 2.483868 0.1 0.5 -0.3 0.00
C 3.013026 1.324264 2.740668 -0.2 -0.2 -0.2 0.00
C 2.725326 -1.035936 3.491968 -0.1 -0.3 0.3 0.00
C 1.816926 -1.534436 4.329568 0.5 0.0 -0.1 0.00
C 0.411226 -1.171836 4.467468 -0.7 -0.1 0.5 0.00
C -0.295274 -1.637036 5.584268 0.1 0.1 -0.3 0.00
C -1.629874 -1.287936 5.686168 0.2 -0.1 0.0 0.00
N -2.225174 -0.556836 4.757468 -0.6 0.1 0.2 0.00
C -1.481174 -0.160636 3.745168 0.0 0.1 -0.1 0.00
N -0.199974 -0.418936 3.549068 0.4 0.0 -0.2 0.00
H 3.322426 3.263864 1.871268 0.0 0.1 0.0 0.00
H 2.505426 2.580264 -0.350532 -0.1 0.0 0.0 0.00
H 1.812426 -1.265836 0.953268 -0.1 0.0 0.0 0.01
H 3.393226 1.591964 3.716868 0.0 0.0 0.1 0.00
H 3.731726 -1.435036 3.544568 0.1 -0.1 0.1 0.00
H 2.139626 -2.285936 5.039568 0.1 -0.1 -0.1 0.00
H 0.181226 -2.244336 6.334168 0.1 -0.1 0.1 0.00
H -2.249774 -1.594336 6.517868 0.1 -0.1 0.1 0.00
H -1.977074 0.447664 2.999968 0.0 0.0 -0.1 0.00
```
Forces are in eV/Å.

2.
The following is a quantum chemistry calculation of C56H35ClI4N5OPt as an isolated structure, from the Open Molecules 2025 dataset.

Computed properties:
HOMO level (spin up / spin down)	-6.98 / -6.99	eV
HOMO-LUMO gap (spin up / spin down)	5.49 / 5.50	eV
total energy	-116309.7279	eV
multiplicity	2
relative energy (zero: lowest compared OMol25 entry of this formula, charge and spin)	47.7	kJ/mol
LUMO (spin up / spin down)	-1.5 / -1.5	eV

The geometry in XYZ format:
```
103
Properties=species:S:1:pos:R:3:forces:R:3:mulliken_spin:R:1
Pt -0.173205 -1.409872 -0.307256 -0.2 -0.3 0.2 -0.01
I 2.421012 2.680784 7.951567 0.0 0.0 0.1 0.00
C 1.827587 1.515655 6.330541 0.0 0.0 0.0 0.00
C 0.789369 0.607554 6.479042 0.0 0.0 -0.1 0.00
C 0.368737 -0.133134 5.383364 0.0 -0.1 0.0 0.00
C 0.976321 0.013760 4.138116 -0.1 -0.1 0.0 0.00
C 2.047775 0.899653 4.026875 0.0 0.2 0.0 0.01
C 2.469844 1.659138 5.110091 0.0 -0.1 -0.1 0.00
C 0.504172 -0.681050 2.905715 0.1 0.1 0.2 0.00
C -0.806978 -0.522286 2.498412 -0.1 0.1 -0.2 0.00
C -1.897815 0.091672 3.230663 0.2 0.0 0.0 0.00
C -3.011033 -0.049608 2.489476 -0.1 0.0 -0.2 0.00
C -2.620080 -0.668767 1.234028 -0.1 -0.3 0.2 0.00
C -3.441941 -0.801564 0.099210 -0.2 0.3 0.1 0.00
C -4.886894 -1.092054 0.261362 0.1 0.3 0.0 0.00
C -5.421134 -1.416936 1.512662 -0.2 -0.1 0.1 0.00
C -6.768178 -1.700115 1.681050 0.1 0.0 0.0 0.00
C -7.612186 -1.694133 0.583560 0.0 0.0 0.0 0.00
I -9.636206 -2.110437 0.824646 -0.1 0.0 0.0 0.00
C -7.101462 -1.452127 -0.681100 0.1 0.0 0.0 0.00
C -5.753033 -1.170767 -0.834989 -0.1 -0.1 0.0 0.00
C -2.894209 -0.538018 -1.177312 0.0 -0.3 -0.2 0.00
N -1.629916 -0.836391 -1.545955 0.0 0.4 0.0 0.00
C -1.408070 -0.324982 -2.809063 -0.2 0.0 0.2 -0.01
C -0.268303 -0.559804 -3.549071 0.2 0.0 -0.3 0.00
C -0.064544 0.143401 -4.845582 -0.1 0.0 0.0 0.00
C 1.084045 0.919285 -4.991385 0.0 0.1 0.0 0.00
C 1.284606 1.692610 -6.126704 0.0 -0.1 0.1 0.00
C 0.332497 1.680720 -7.134782 0.0 0.0 0.0 0.00
I 0.576317 2.908642 -8.800564 0.0 0.0 -0.1 0.00
C -0.790416 0.872102 -7.037071 0.0 0.0 0.1 0.00
C -0.981037 0.108035 -5.893715 0.0 -0.1 -0.1 0.00
C 0.771331 -1.413193 -3.129318 0.1 -0.2 -0.1 0.01
C 1.780871 -2.000196 -3.977069 -0.1 0.2 0.0 0.01
C 2.541299 -2.803586 -3.195487 0.0 -0.1 0.2 0.00
C 2.039219 -2.677017 -1.848501 0.1 0.0 -0.2 0.00
N 0.943298 -1.867820 -1.871679 0.0 0.0 0.0 0.00
C 2.694277 -3.091363 -0.689820 0.2 0.0 0.0 0.00
C 2.415266 -2.610807 0.588609 0.1 -0.1 0.1 0.00
C 3.261272 -2.708334 1.753315 0.0 -0.1 -0.3 0.00
C 2.697138 -1.946251 2.719159 -0.2 0.2 0.1 0.00
C 1.462628 -1.421058 2.184096 0.2 -0.2 0.1 0.00
N 1.324334 -1.854629 0.911044 0.1 0.0 0.0 0.00
C 3.849859 -4.023336 -0.857020 0.0 0.1 0.1 0.00
C 3.606464 -5.372663 -1.087559 0.0 -0.1 0.0 0.00
C 4.656337 -6.272203 -1.222385 0.0 0.1 0.0 0.00
C 5.960593 -5.810631 -1.131414 0.0 0.0 0.0 0.00
I 7.544939 -7.151189 -1.339391 0.0 0.0 0.0 0.00
C 6.226041 -4.467311 -0.910597 -0.1 0.0 0.0 0.00
C 5.166182 -3.579973 -0.773021 0.0 0.0 0.0 0.00
C -2.593554 0.398563 -3.209461 0.2 0.0 -0.1 0.00
C -3.516892 0.226926 -2.241150 -0.1 -0.1 0.1 0.00
N -1.294235 -0.938427 1.279141 -0.1 0.4 0.0 0.00
H 0.318357 0.466840 7.442325 0.0 0.0 0.0 0.00
H -0.426995 -0.856627 5.508453 0.0 0.0 0.0 0.00
H 2.538605 1.022454 3.066511 0.0 0.0 0.0 -0.01
H 3.285671 2.360829 4.997112 0.0 0.0 0.0 0.00
H -1.829973 0.585692 4.184255 0.1 0.0 0.0 0.00
H -3.996597 0.321762 2.719637 0.1 0.1 0.0 0.00
H -4.771302 -1.482862 2.372314 -0.2 -0.1 -0.1 0.00
H -7.149710 -1.943041 2.663458 0.0 0.0 0.0 0.00
H -7.745155 -1.497457 -1.548943 0.0 0.0 0.0 0.00
H -5.369118 -1.040919 -1.834462 -0.1 -0.1 0.1 0.00
H 1.811476 0.937532 -4.187921 0.0 0.0 0.0 0.00
H 2.173429 2.301759 -6.218973 0.0 0.0 0.0 0.00
H -1.507725 0.827200 -7.845037 0.0 0.0 0.0 0.00
H -1.837716 -0.552276 -5.833057 0.0 0.1 0.0 0.00
H 1.879198 -1.827330 -5.037204 0.0 0.0 0.0 0.00
H 3.385567 -3.406554 -3.490536 0.0 0.0 0.0 0.00
H 4.183680 -3.263452 1.811814 0.0 0.0 0.0 0.00
H 3.062709 -1.775170 3.719495 0.0 0.0 0.0 0.00
H 2.583603 -5.723270 -1.154885 0.0 0.0 0.0 0.00
H 4.455728 -7.321120 -1.391427 0.0 0.0 0.0 0.00
H 7.245763 -4.112874 -0.846599 0.0 0.0 0.0 0.00
H 5.362146 -2.526920 -0.608360 0.0 0.0 0.0 0.00
H -2.715732 0.968841 -4.115231 0.1 0.0 0.0 0.00
H -4.507637 0.650136 -2.210410 0.1 0.1 0.0 0.00
O 1.582337 0.890314 -1.174044 0.1 0.0 -0.3 0.40
N 1.882789 1.928517 -0.514562 0.2 0.1 0.1 0.37
C 3.084792 2.025255 0.142956 -0.1 -0.1 -0.1 -0.17
C 3.438881 3.153122 0.796474 -0.1 0.2 0.1 0.28
C 2.561879 4.309602 0.761925 0.1 -0.1 0.0 -0.08
C 1.359593 4.226105 0.188859 -0.1 -0.1 0.0 0.15
C 0.814592 2.925268 -0.324932 0.0 0.0 0.2 -0.06
H 3.710924 1.149419 0.053543 -0.1 -0.1 0.0 0.00
H 4.400635 3.197963 1.286751 0.0 0.0 0.0 0.01
H 2.904975 5.247761 1.178453 0.0 0.0 0.0 0.00
H 0.704351 5.084449 0.116877 0.0 0.0 0.0 0.00
H 0.343767 3.044123 -1.302296 0.0 0.1 -0.1 0.02
Cl -4.248273 5.971041 3.161017 0.0 0.0 0.0 0.00
C -3.065412 4.932448 2.416386 0.0 0.0 0.0 0.00
C -1.904279 4.619837 3.102767 0.1 -0.1 0.0 0.00
C -0.977250 3.771774 2.511662 -0.1 0.0 0.0 -0.01
C -1.202310 3.230635 1.249335 0.0 -0.1 0.0 0.01
C -0.217045 2.274603 0.635808 0.0 0.1 0.0 0.04
C -2.372684 3.571623 0.578038 0.0 0.0 0.0 0.00
C -3.306410 4.422904 1.151874 0.0 0.0 -0.1 0.00
H -1.732046 5.027184 4.090181 0.0 0.0 0.0 0.00
H -0.072132 3.513369 3.051370 0.0 0.0 0.0 0.00
H 0.352893 1.779688 1.426998 0.0 0.0 0.0 0.01
H -0.743946 1.503610 0.071518 0.1 -0.1 0.0 0.00
H -2.565848 3.153183 -0.404956 0.0 0.0 0.0 0.00
H -4.215354 4.686570 0.628350 0.0 0.0 0.0 0.00
```
Forces are in eV/Å.

3.
The following is a quantum chemistry calculation of C2H4ClP as an isolated structure in a non-equilibrium geometry, from the Open Molecules 2025 dataset.

Computed properties:
HOMO level	-8.67	eV
HOMO-LUMO gap	9.63	eV
total energy	-23947.2213	eV
relative energy (zero: lowest compared OMol25 entry of this formula, charge and spin)	218.9	kJ/mol
LUMO	1.0	eV

The geometry in XYZ format:
```
8
Properties=species:S:1:pos:R:3:forces:R:3:nbo_charge:R:1
C 0.835295 -0.522660 0.146625 -3.0 1.0 -0.9 -0.69
C -0.668020 0.358288 -0.681384 2.4 -2.0 1.8 -0.56
P 0.657327 1.334522 0.096923 0.6 -1.4 0.6 0.58
Cl -2.118628 -0.114481 0.170336 -0.1 0.2 -0.3 -0.01
H 0.229681 -0.979884 0.937143 0.7 0.2 0.0 0.22
H 1.279661 -1.278042 -0.507780 0.2 0.9 -0.1 0.23
H -0.562233 -0.037114 -1.693943 -0.3 0.8 0.2 0.25
H 0.346919 1.239369 1.532078 -0.5 0.5 -1.2 0.00
```
Forces are in eV/Å.